(1)
{"formula": "C19H53F3N15O13S", "method": "wB97M-V/def2-TZVPD", "homo_energy_ha": -0.2351, "lumo_ev": 1.637, "orbital_gap_ev": 8.03, "charge": -1, "species": ["C", "F", "F", "F", "S", "O", "O", "O", "C", "C", "O", "O", "H", "H", "H", "H", "H", "H", "C", "O", "N", "N", "H", "H", "H", "H", "C", "O", "N", "N", "H", "H", "H", "H", "C", "O", "N", "N", "H", "H", "H", "H", "C", "O", "N", "N", "H", "H", "H", "H", "C", "O", "N", "N", "H", "H", "H", "H", "C", "O", "N", "N", "H", "H", "H", "H", "C", "O", "N", "N", "H", "H", "H", "H", "C", "C", "C", "C", "C", "C", "N", "O", "C", "C", "C", "H", "H", "H", "H", "H", "H", "H", "H", "H", "H", "H", "H", "H", "H", "H", "H", "H", "H", "H"], "xyz": [[0.548, 0.058, 0.164], [0.302, 1.391, 0.082], [0.679, -0.293, 1.493], [-0.379, -0.695, -0.389], [2.183, -0.434, -0.721], [2.410, -1.829, -0.383], [1.949, -0.111, -2.137], [3.099, 0.431, -0.009], [-0.401, -3.510, 0.666], [0.272, -4.913, 0.867], [0.200, -5.206, 2.230], [-1.689, -3.285, 1.211], [-0.530, -3.423, -0.413], [0.314, -2.745, 0.970], [1.337, -4.986, 0.644], [-0.340, -5.634, 0.325], [-0.535, -4.762, 2.659], [-1.661, -3.515, 2.143], [5.704, 2.558, 0.426], [6.429, 3.518, 0.481], [5.950, 1.358, 0.120], [4.506, 2.735, 0.687], [6.720, 1.012, -0.436], [5.196, 0.693, 0.216], [3.840, 1.975, 0.684], [4.160, 3.679, 0.779], [2.192, 5.644, 1.286], [3.222, 5.031, 1.241], [0.950, 5.144, 1.096], [2.164, 6.968, 1.518], [0.673, 4.179, 0.986], [0.252, 5.867, 1.191], [1.330, 7.534, 1.458], [2.949, 7.485, 1.887], [2.579, 2.599, 4.215], [2.267, 2.145, 5.325], [2.838, 1.874, 3.155], [2.384, 3.820, 3.985], [2.995, 2.263, 2.236], [2.634, 0.897, 3.305], [2.583, 3.963, 3.005], [2.138, 4.456, 4.731], [-0.408, -1.320, -4.908], [-0.899, -1.669, -5.950], [-0.937, -1.779, -3.813], [0.626, -0.610, -4.773], [-0.593, -1.483, -2.910], [-1.691, -2.445, -3.893], [0.916, -0.182, -5.641], [0.683, 0.046, -4.008], [5.974, -2.862, 1.600], [6.651, -2.969, 2.621], [5.156, -1.859, 1.370], [6.004, -3.733, 0.644], [4.476, -1.907, 0.625], [5.107, -1.247, 2.172], [6.608, -4.538, 0.721], [5.295, -3.722, -0.075], [1.810, -1.269, 3.967], [2.943, -1.029, 3.645], [0.982, -0.229, 4.353], [1.219, -2.439, 4.236], [0.113, -0.522, 4.775], [1.205, 0.755, 4.413], [0.272, -2.439, 4.586], [1.778, -3.279, 4.212], [3.888, -4.333, -1.956], [4.712, -5.127, -2.242], [3.166, -4.498, -0.892], [3.579, -3.283, -2.613], [3.290, -5.216, -0.193], [2.632, -3.694, -0.597], [3.095, -2.450, -2.309], [4.240, -3.165, -3.367], [-3.668, 0.266, -2.252], [-4.410, 0.825, -0.999], [-4.304, 2.381, -0.819], [-5.430, 3.160, -1.563], [-6.259, 2.323, -2.580], [-6.705, 0.865, -1.983], [-5.771, 0.326, -1.017], [-6.025, -0.923, -0.598], [-7.944, 1.230, -1.168], [-7.120, -0.140, -3.148], [-3.732, 0.334, 0.265], [-4.110, 0.596, -3.193], [-3.610, -0.821, -2.210], [-2.677, 0.708, -2.360], [-4.216, 2.760, 0.199], [-3.374, 2.589, -1.348], [-5.032, 4.099, -1.951], [-6.191, 3.427, -0.830], [-5.651, 2.193, -3.476], [-7.210, 2.814, -2.789], [-8.810, 1.618, -1.704], [-8.280, 0.353, -0.614], [-7.765, 2.019, -0.439], [-7.824, 0.154, -3.927], [-6.293, -0.684, -3.605], [-7.553, -1.077, -2.798], [-4.277, 0.482, 1.197], [-2.716, 0.730, 0.284], [-3.526, -0.722, 0.091], [-5.821, -1.327, -1.444]]}

=====

(2)
{"formula": "C19H53N12O28P", "method": "wB97M-V/def2-TZVPD", "homo_energy_ha": -0.3359, "lumo_ev": -0.441, "orbital_gap_ev": 8.70, "species": ["C", "O", "C", "C", "C", "P", "O", "C", "C", "O", "C", "O", "H", "H", "H", "H", "H", "H", "H", "H", "H", "H", "H", "H", "H", "H", "H", "H", "H", "C", "N", "O", "O", "H", "H", "H", "C", "N", "O", "O", "H", "H", "H", "C", "N", "O", "O", "H", "H", "H", "C", "N", "O", "O", "H", "H", "H", "C", "N", "O", "O", "H", "H", "H", "C", "N", "O", "O", "H", "H", "H", "C", "N", "O", "O", "H", "H", "H", "C", "N", "O", "O", "H", "H", "H", "C", "N", "O", "O", "H", "H", "H", "C", "N", "O", "O", "H", "H", "H", "C", "N", "O", "O", "H", "H", "H", "C", "N", "O", "O", "H", "H", "H"], "xyz": [[-0.705, -7.602, 1.222], [-1.101, -6.250, 0.798], [-0.701, -5.956, -0.587], [0.862, -5.367, -0.490], [0.766, -3.948, 0.325], [2.429, -3.043, 0.580], [3.366, -4.513, 0.613], [1.614, -1.301, 0.604], [0.379, -1.146, 1.673], [0.721, 0.020, 2.554], [-0.348, 0.111, 3.585], [-1.646, 0.229, 3.295], [-0.823, -8.435, 0.408], [-1.406, -7.875, 2.148], [0.403, -7.664, 1.659], [-0.770, -6.931, -1.247], [-1.448, -5.121, -0.999], [1.213, -5.256, -1.617], [1.463, -6.217, 0.081], [0.202, -4.042, 1.358], [0.089, -3.221, -0.336], [3.288, -2.541, -0.499], [2.847, -2.824, 1.970], [3.042, -5.036, 1.417], [1.168, -1.069, -0.479], [2.462, -0.495, 0.827], [0.202, -2.084, 2.359], [-0.590, -0.805, 1.079], [-0.052, 0.119, 4.739], [1.026, -2.711, -4.640], [0.447, -3.304, -3.404], [0.587, -2.668, -2.352], [-0.131, -4.390, -3.524], [1.501, -1.761, -4.387], [1.760, -3.418, -5.031], [0.207, -2.557, -5.345], [-4.128, 2.344, 3.476], [-4.886, 3.430, 2.798], [-4.287, 4.490, 2.583], [-6.062, 3.187, 2.500], [-3.114, 2.695, 3.678], [-4.648, 2.111, 4.407], [-4.112, 1.484, 2.804], [3.784, 0.928, -2.208], [3.770, -0.285, -3.069], [3.836, -1.382, -2.502], [3.692, -0.102, -4.289], [3.855, 0.619, -1.163], [4.653, 1.525, -2.493], [2.854, 1.470, -2.387], [-9.168, 1.829, 3.239], [-9.573, 0.418, 2.998], [-8.710, -0.353, 2.563], [-10.747, 0.124, 3.253], [-8.115, 1.944, 2.973], [-9.796, 2.464, 2.610], [-9.323, 2.040, 4.298], [6.654, 1.407, -6.379], [6.110, 1.754, -5.039], [6.339, 0.967, -4.113], [5.469, 2.808, -4.953], [7.193, 0.460, -6.307], [5.809, 1.319, -7.065], [7.328, 2.212, -6.680], [-5.207, 6.508, 5.072], [-5.785, 5.915, 6.308], [-5.646, 6.551, 7.359], [-6.364, 4.829, 6.187], [-4.731, 7.458, 5.325], [-4.472, 5.801, 4.680], [-6.025, 6.662, 4.366], [8.184, 5.395, -3.797], [8.835, 4.308, -4.577], [9.817, 3.755, -4.069], [8.341, 4.041, -5.679], [8.720, 5.522, -2.854], [8.235, 6.306, -4.395], [7.150, 5.096, -3.615], [-0.941, 5.268, 6.437], [-1.377, 5.702, 5.083], [-0.552, 6.312, 4.392], [-2.534, 5.419, 4.751], [0.093, 5.582, 6.594], [-1.603, 5.743, 7.164], [-1.024, 4.180, 6.477], [-9.384, 6.870, 7.289], [-9.819, 7.304, 5.934], [-8.995, 7.914, 5.243], [-10.976, 7.021, 5.602], [-8.350, 7.184, 7.445], [-10.046, 7.345, 8.016], [-9.466, 5.782, 7.328], [0.926, -8.246, -4.920], [1.226, -7.079, -5.794], [1.941, -6.188, -5.321], [0.736, -7.091, -6.929], [1.419, -8.102, -3.957], [-0.158, -8.294, -4.796], [1.308, -9.138, -5.420], [10.121, 2.506, -0.441], [9.363, 3.592, -1.119], [9.962, 4.652, -1.333], [8.188, 3.348, -1.417], [11.135, 2.857, -0.239], [9.601, 2.273, 0.491], [10.137, 1.646, -1.113], [-2.532, -5.858, -5.560], [-2.937, -7.269, -5.800], [-2.074, -8.040, -6.235], [-4.111, -7.563, -5.545], [-1.479, -5.743, -5.825], [-3.159, -5.223, -6.188], [-2.687, -5.647, -4.500]]}

=====

(3)
{"formula": "C19H54AlN3O7", "method": "wB97M-V/def2-TZVPD", "homo_energy_ha": -0.4713, "lumo_ev": -11.501, "orbital_gap_ev": 1.32, "charge": 2, "species": ["Al", "C", "O", "H", "H", "H", "C", "C", "C", "O", "C", "N", "H", "H", "H", "H", "H", "H", "H", "H", "H", "H", "H", "C", "C", "C", "O", "C", "N", "H", "H", "H", "H", "H", "H", "H", "H", "H", "H", "H", "C", "C", "C", "O", "C", "N", "H", "H", "H", "H", "H", "H", "H", "H", "H", "H", "H", "C", "C", "O", "H", "H", "H", "H", "H", "H", "C", "C", "O", "H", "H", "H", "H", "H", "H", "C", "C", "O", "H", "H", "H", "H", "H", "H"], "xyz": [[-2.145, -5.143, 1.519], [-0.570, 1.201, 2.122], [-1.062, 0.156, 1.288], [0.132, 1.841, 1.587], [-1.253, 1.908, 2.593], [0.090, 0.790, 2.886], [-1.501, -3.604, -5.329], [-0.090, -4.234, -5.308], [0.850, -3.576, -6.327], [2.098, -4.189, -6.239], [3.167, -3.300, -6.540], [0.384, -3.985, -3.958], [-1.964, -3.824, -6.291], [-1.493, -2.559, -5.019], [-2.094, -4.189, -4.626], [-0.244, -5.286, -5.548], [0.806, -2.502, -6.143], [0.516, -3.631, -7.363], [4.125, -3.821, -6.528], [3.272, -2.536, -5.771], [3.008, -2.800, -7.495], [0.680, -3.019, -3.932], [1.264, -4.464, -4.083], [4.380, -5.437, 0.522], [3.858, -6.480, 1.512], [3.791, -6.061, 2.967], [2.723, -5.079, 3.174], [3.142, -4.112, 4.061], [2.647, -7.041, 1.001], [3.685, -4.604, 0.416], [4.562, -5.794, -0.491], [5.218, -4.849, 0.895], [4.476, -7.377, 1.558], [4.792, -5.786, 3.300], [3.520, -6.932, 3.563], [2.349, -3.415, 4.335], [3.830, -3.421, 3.574], [3.584, -4.531, 4.965], [2.520, -7.884, 1.543], [2.789, -7.347, 0.048], [-8.812, 3.479, 5.246], [-7.986, 4.584, 5.943], [-6.450, 4.416, 5.831], [-5.743, 5.106, 6.838], [-4.342, 4.784, 6.785], [-8.432, 5.912, 5.578], [-9.842, 3.788, 5.070], [-8.805, 2.510, 5.745], [-8.385, 3.317, 4.256], [-8.033, 4.461, 7.025], [-6.228, 4.726, 4.810], [-6.234, 3.357, 5.971], [-4.233, 3.708, 6.917], [-3.702, 5.237, 7.542], [-4.034, 5.172, 5.814], [-7.858, 6.623, 6.008], [-9.355, 6.112, 5.936], [-4.154, 4.867, -3.713], [-3.827, 4.170, -2.395], [-3.807, 2.771, -2.602], [-5.205, 4.647, -3.901], [-3.381, 4.593, -4.430], [-4.052, 5.950, -3.636], [-4.392, 4.407, -1.493], [-2.805, 4.403, -2.098], [-3.423, 2.378, -1.816], [5.944, 1.892, 1.394], [7.242, 1.933, 2.187], [8.350, 1.982, 1.298], [5.170, 1.663, 2.127], [6.005, 1.111, 0.637], [5.646, 2.805, 0.877], [7.377, 0.955, 2.649], [7.302, 2.731, 2.927], [8.327, 1.150, 0.818], [3.281, 3.035, -5.280], [1.941, 2.872, -4.657], [1.938, 1.628, -3.889], [3.543, 2.193, -5.921], [4.021, 3.103, -4.482], [3.318, 3.946, -5.877], [1.100, 2.870, -5.350], [1.775, 3.726, -4.001], [1.399, 1.846, -3.125]]}

=====

(4)
{"formula": "C19H54N4O6", "method": "wB97M-V/def2-TZVPD", "homo_energy_ha": -0.3230, "smiles": "COC[C@H](C)N.COC[C@H](C)N.COC[C@H](C)N.COC[C@H](C)N.CCO.CO", "de_lowest_kcal_mol": 59.6, "lumo_ev": 0.590, "orbital_gap_ev": 9.38, "species": ["C", "O", "C", "C", "C", "N", "H", "H", "H", "H", "H", "H", "H", "H", "H", "H", "H", "C", "O", "C", "C", "C", "N", "H", "H", "H", "H", "H", "H", "H", "H", "H", "H", "H", "C", "O", "C", "C", "C", "N", "H", "H", "H", "H", "H", "H", "H", "H", "H", "H", "H", "C", "O", "C", "C", "C", "N", "H", "H", "H", "H", "H", "H", "H", "H", "H", "H", "H", "C", "C", "O", "H", "H", "H", "H", "H", "H", "C", "O", "H", "H", "H", "H"], "xyz": [[-1.840, -1.173, -9.374], [-2.002, -0.189, -8.445], [-1.816, -0.619, -7.125], [-1.897, 0.517, -6.066], [-0.619, 1.400, -5.892], [-2.202, -0.010, -4.784], [-2.762, -1.753, -9.342], [-0.986, -1.805, -9.128], [-1.577, -0.775, -10.354], [-2.540, -1.403, -6.905], [-0.781, -0.955, -7.179], [-2.738, 1.139, -6.371], [0.190, 0.733, -5.593], [-0.708, 2.279, -5.254], [-0.272, 1.701, -6.881], [-2.043, 0.718, -4.102], [-3.145, -0.364, -4.859], [2.457, 2.930, 1.940], [3.113, 3.242, 3.074], [4.247, 2.453, 3.448], [5.036, 3.270, 4.634], [6.419, 2.615, 4.949], [4.329, 3.206, 5.973], [1.548, 3.524, 1.847], [2.215, 1.868, 1.907], [3.100, 3.143, 1.086], [4.042, 1.446, 3.809], [5.034, 2.362, 2.699], [5.094, 4.302, 4.287], [6.868, 3.199, 5.753], [7.111, 2.655, 4.108], [6.371, 1.548, 5.168], [4.911, 3.635, 6.679], [3.623, 3.917, 5.841], [-2.877, 0.282, 6.092], [-1.906, 0.520, 5.055], [-1.044, -0.615, 4.760], [-0.674, -0.445, 3.230], [0.199, -1.555, 2.640], [-0.002, 0.832, 3.129], [-3.437, 1.196, 6.293], [-2.393, -0.113, 6.985], [-3.601, -0.458, 5.748], [-0.187, -0.654, 5.433], [-1.595, -1.529, 4.983], [-1.542, -0.292, 2.589], [-0.197, -2.564, 2.522], [1.153, -1.675, 3.152], [0.434, -1.344, 1.597], [0.824, 0.701, 3.695], [-0.532, 1.447, 3.729], [3.108, -4.549, -1.170], [2.560, -3.445, -1.821], [1.271, -3.637, -2.524], [0.458, -2.404, -2.391], [-0.333, -2.382, -1.091], [-0.540, -2.304, -3.545], [4.069, -4.235, -0.762], [3.059, -5.423, -1.819], [2.499, -4.782, -0.297], [1.444, -3.945, -3.555], [0.628, -4.423, -2.129], [1.081, -1.532, -2.588], [0.417, -2.674, -0.356], [-1.143, -3.098, -0.955], [-0.606, -1.374, -0.779], [-1.281, -2.941, -3.292], [-0.976, -1.405, -3.693], [-4.071, 0.663, 1.162], [-4.735, 0.113, 2.428], [-6.034, -0.307, 2.050], [-4.632, 1.515, 0.779], [-3.987, 0.035, 0.275], [-3.064, 1.020, 1.375], [-4.856, 0.864, 3.209], [-4.206, -0.824, 2.603], [-6.250, -0.958, 2.721], [-0.876, 1.309, -0.933], [-0.521, 2.706, -1.149], [-0.062, 0.659, -1.254], [-1.061, 1.223, 0.137], [-1.854, 1.122, -1.376], [0.091, 2.919, -0.441]]}

=====

(5)
{"formula": "C19H55MnN6O9", "method": "wB97M-V/def2-TZVPD", "multiplicity": 4, "homo_energy_ha": [-0.4203, -0.4203], "s_squared": 4.1100, "lumo_ev": [-6.498, -4.034], "orbital_gap_ev": [4.94, 7.40], "charge": 1, "species": ["Mn", "O", "H", "O", "H", "O", "H", "C", "C", "C", "O", "C", "N", "H", "H", "H", "H", "H", "H", "H", "H", "H", "H", "H", "C", "C", "C", "O", "C", "N", "H", "H", "H", "H", "H", "H", "H", "H", "H", "H", "H", "C", "C", "C", "O", "C", "N", "H", "H", "H", "H", "H", "H", "H", "H", "H", "H", "H", "C", "O", "C", "C", "N", "C", "C", "O", "C", "H", "H", "H", "H", "H", "H", "H", "H", "H", "H", "H", "H", "H", "H", "H", "C", "O", "N", "N", "H", "H", "H", "H"], "xyz": [[2.576, -0.441, 0.888], [2.894, 1.080, -0.404], [2.117, 1.613, -0.567], [3.407, -1.272, 2.229], [3.484, -2.246, 2.154], [0.615, -0.391, 0.970], [0.482, -1.402, 1.025], [1.077, 1.733, -4.669], [-0.408, 1.565, -4.676], [-0.941, 0.569, -3.761], [-0.471, -0.719, -3.992], [-1.026, -1.645, -3.106], [-0.961, 2.962, -4.333], [1.337, 1.999, -3.653], [1.336, 2.545, -5.351], [1.613, 0.843, -4.987], [-0.706, 1.335, -5.712], [-2.053, 0.619, -3.914], [-0.821, 0.821, -2.688], [-0.750, -1.483, -2.061], [-0.738, -2.631, -3.390], [-2.158, -1.661, -3.185], [-1.871, 3.176, -4.757], [-1.015, 2.995, -3.328], [-2.854, -0.015, 0.568], [-2.850, 1.170, -0.295], [-3.673, 2.309, 0.318], [-5.075, 1.834, 0.579], [-5.851, 1.899, -0.652], [-1.519, 1.803, -0.564], [-2.474, 0.232, 1.608], [-2.143, -0.719, 0.123], [-3.794, -0.488, 0.657], [-3.179, 0.944, -1.306], [-3.712, 3.229, -0.260], [-3.214, 2.454, 1.298], [-5.775, 2.919, -1.041], [-6.918, 1.710, -0.531], [-5.472, 1.191, -1.350], [-1.151, 2.202, 0.295], [-0.866, 1.024, -0.619], [-1.764, -5.689, -0.656], [-1.823, -4.770, 0.548], [-0.925, -3.552, 0.455], [0.415, -4.045, 0.237], [1.056, -4.478, 1.451], [-3.241, -4.406, 0.854], [-2.176, -6.650, -0.360], [-0.736, -5.803, -1.023], [-2.396, -5.339, -1.445], [-1.485, -5.299, 1.440], [-1.021, -2.934, 1.360], [-1.175, -2.864, -0.392], [0.481, -5.274, 1.952], [1.193, -3.606, 2.112], [2.050, -4.780, 1.223], [-3.810, -5.260, 0.946], [-3.665, -3.947, 0.047], [-0.939, 3.198, 4.101], [-0.215, 2.222, 3.477], [0.704, 1.643, 4.349], [1.503, 0.650, 3.600], [2.379, 1.124, 2.505], [3.695, 1.555, 3.068], [4.520, 2.439, 2.165], [3.607, 3.488, 1.809], [4.048, 4.438, 0.805], [-1.794, 3.544, 3.453], [-0.381, 4.094, 4.312], [-1.357, 2.824, 5.028], [0.239, 1.162, 5.200], [1.248, 2.476, 4.818], [0.858, -0.022, 3.050], [2.033, -0.001, 4.360], [2.064, 1.984, 2.075], [4.221, 0.626, 3.266], [3.628, 2.113, 3.993], [4.890, 1.949, 1.218], [5.343, 2.922, 2.716], [4.172, 3.881, -0.106], [4.978, 4.866, 1.035], [3.200, 5.129, 0.753], [2.714, -1.672, -1.813], [2.936, -1.790, -0.565], [2.372, -2.821, -2.400], [2.782, -0.493, -2.481], [2.239, -3.573, -1.729], [1.677, -2.749, -3.112], [2.472, -0.475, -3.475], [2.681, 0.304, -1.785]]}

=====

| no. | M (g mol⁻¹) | energy (eV) |
| --- | --- | --- |
| 1 | 788.8 | -88522.82394 |
| 2 | 928.7 | -105022.56112 |
| 3 | 463.6 | -45950.37694 |
| 4 | 434.7 | -38818.63533 |
| 5 | 566.6 | -79274.09714 |